P.
# Br2H2N2S

Br2H2N2S as an isolated structure (the ωB97M-V functional and the def2-TZVPD basis, OMol25).

Geometry as XYZ:
```
7
Properties=species:S:1:pos:R:3
N -0.287 1.561 -1.368
N -1.390 -0.558 0.220
S -0.305 -0.636 -0.909
Br -0.206 2.662 0.168
Br -3.257 0.273 -0.078
H -1.362 1.572 -1.628
H -1.197 -0.057 0.989
```

Calculated values
orbital gap (spin up / spin down)	7.73 / 7.73	eV
HOMO energy (spin up / spin down)	-9.3 / -9.3	eV


Q.
# Br2H2N2S

A 2-piece molecular cluster, Br2H2N2S overall (the ωB97M-V functional and the def2-TZVPD basis, OMol25).

Geometry as XYZ:
```
7
Properties=species:S:1:pos:R:3
N -1.936 0.234 -0.766
N 2.225 -1.144 1.705
S 2.552 -0.756 0.349
Br -0.827 -1.224 -0.100
Br 1.983 1.407 -0.179
H -2.687 0.528 -0.191
H -1.310 0.956 -0.820
```

Calculated values
orbital gap	8.21	eV
HOMO energy	-9.8	eV


Which structure loses on stability? P does.


P.
# C12H14O

One molecule with the formula C12H14O (the ωB97M-V functional and the def2-TZVPD basis, OMol25).

Geometry as XYZ:
```
27
Properties=species:S:1:pos:R:3
C -1.763 -1.105 -0.710
C -1.459 0.890 0.539
C -3.131 -0.906 -0.585
C -2.827 1.066 0.723
C -0.864 -0.237 -0.053
C -3.676 0.162 0.113
C 1.119 1.739 -0.963
C 1.747 0.588 -1.461
C 0.600 -0.457 0.125
C 1.479 0.619 0.047
C 1.023 -1.874 0.247
C 2.737 0.766 0.987
O -5.048 0.521 0.079
H -1.596 -2.042 -1.294
H -0.746 1.518 1.061
H -3.818 -1.580 -1.049
H -3.408 1.733 1.214
H 1.620 2.702 -0.720
H 0.081 1.877 -1.283
H 1.219 -0.111 -2.199
H 0.493 -2.333 -0.676
H 0.574 -2.290 1.229
H 2.106 -2.016 0.126
H 2.877 1.855 1.098
H 3.590 0.445 0.376
H 2.496 -0.019 1.814
H -5.275 0.170 -0.795
```

Calculated values
orbital gap (spin up / spin down)	6.79 / 7.39	eV
HOMO energy (spin up / spin down)	-6.8 / -7.3	eV


Q.
# C12H14O

C12H14O as an isolated structure (the ωB97M-V functional and the def2-TZVPD basis, OMol25).

Geometry as XYZ:
```
27
Properties=species:S:1:pos:R:3
O 1.998 0.302 -3.344
C 1.130 -0.170 -2.561
C 0.734 0.181 -1.237
C 1.174 1.033 -0.229
C 0.283 0.860 0.932
C -0.857 -0.030 0.934
C -1.211 -0.848 -0.183
C -0.257 -0.721 -1.199
C 2.416 1.877 -0.396
C 0.740 1.380 2.244
C -1.702 -0.278 2.154
C -2.201 -1.875 -0.471
C 0.113 -1.388 -2.597
H 3.310 1.225 -0.455
H 2.429 2.807 0.264
H 2.384 2.254 -1.431
H -0.169 1.928 2.560
H 1.186 0.568 2.815
H 1.641 1.922 2.168
H -2.739 -0.507 1.979
H -1.715 0.586 2.793
H -1.178 -0.908 2.798
H -3.233 -1.492 -0.277
H -1.964 -2.791 0.092
H -2.148 -2.122 -1.593
H 0.481 -2.409 -2.390
H -0.642 -1.385 -3.370
```

Calculated values
orbital gap	9.01	eV
HOMO energy	-8.7	eV


Which structure loses on stability? P does.


P.
# C4H9N3O2

One molecule with the formula C4H9N3O2 (the ωB97M-V functional and the def2-TZVPD basis, OMol25).

Geometry as XYZ:
```
18
Properties=species:S:1:pos:R:3
C -1.001 -1.282 0.934
C 0.804 -0.563 -0.586
C -0.105 -0.282 -1.720
C 0.304 0.798 1.424
H -1.785 -0.584 1.041
H -0.952 -1.820 2.037
H -1.155 -2.094 0.365
H 1.113 -1.639 -0.664
H 1.792 0.255 -0.602
H 0.737 -1.504 -2.673
H -0.270 1.948 3.083
H -0.463 -0.016 3.286
H 1.216 2.236 1.516
N 0.153 -0.394 0.748
N -0.504 0.893 2.476
N 1.205 1.610 0.981
O 0.204 -0.878 -2.903
O -0.981 0.432 -1.739
```

Calculated values
SMILES string	[H]/N=C(\N)N(C)CC(=O)O
orbital gap	9.06	eV
HOMO energy	-8.7	eV


Q.
# C4H9N3O2

C4H9N3O2 as an isolated structure (the ωB97M-V functional and the def2-TZVPD basis, OMol25).

Geometry as XYZ:
```
18
Properties=species:S:1:pos:R:3
C -1.469 1.509 -0.395
N 1.765 0.766 1.000
C -0.068 0.983 -0.266
N 0.448 0.985 0.983
H 2.011 0.363 1.905
H 2.069 0.053 0.215
H 0.580 1.301 -1.092
H -1.955 1.111 -1.289
H -2.054 1.282 0.495
H -1.429 2.594 -0.507
C -0.581 -1.543 0.548
C 1.300 -1.201 -0.791
O -1.908 -1.374 0.591
N 0.042 -0.836 -0.552
O 0.006 -2.222 1.338
H -2.198 -0.840 -0.160
H 1.706 -2.076 -0.299
H 1.735 -0.857 -1.723
```

Calculated values
orbital gap (spin up / spin down)	7.93 / 7.94	eV
HOMO energy (spin up / spin down)	-8.0 / -8.0	eV


R.
# C4H9N3O2

One molecule with the formula C4H9N3O2 (the ωB97M-V functional and the def2-TZVPD basis, OMol25).

Geometry as XYZ:
```
18
Properties=species:S:1:pos:R:3
C 1.281 -0.735 -0.752
C 0.048 -0.052 -0.308
C -1.120 -0.941 -0.177
C -2.363 -0.247 0.460
H 2.098 0.125 1.378
H 3.679 0.134 0.969
H 1.178 -1.491 -1.531
H -0.872 -1.788 0.460
H -1.391 -1.367 -1.144
H -2.009 0.148 1.463
H -3.138 -1.007 0.667
H -2.266 1.457 -0.536
H 1.742 1.908 -0.114
N 2.755 0.301 0.589
N 2.514 -0.572 -0.469
N -0.081 1.208 -0.180
O -2.916 0.771 -0.354
O 0.863 2.147 -0.422
```

Calculated values
SMILES string	N/N=C\C(CCO)=N/O
orbital gap	10.00	eV
HOMO energy	-9.6	eV


S.
# C4H9N3O2

One molecule with the formula C4H9N3O2 (the ωB97M-V functional and the def2-TZVPD basis, OMol25).

Geometry as XYZ:
```
18
Properties=species:S:1:pos:R:3
C -1.146 0.440 0.870
C -0.570 -0.832 1.178
C 0.708 -0.837 -1.007
C 1.532 0.479 -0.836
H -1.970 0.372 2.508
H -3.096 0.365 1.451
H -0.494 1.097 0.894
H -1.429 0.497 -0.198
H 0.625 -2.243 0.556
H 1.076 -1.387 -1.594
H -0.188 -0.583 -1.480
H 2.348 1.782 -1.968
H 1.694 0.824 -2.933
N -2.309 0.824 1.758
N 0.351 -1.401 0.257
N 1.902 1.056 -2.002
O -0.836 -1.418 2.247
O 1.801 0.966 0.297
```

Calculated values
SMILES string	NCC(=O)NCC(N)=O
orbital gap	10.11	eV
HOMO energy	-9.7	eV


Which structure loses on stability? P does.


P.
# C4H9N3O2

A 2-piece molecular cluster, C4H9N3O2 overall (the ωB97M-V functional and the def2-TZVPD basis, OMol25).

Geometry as XYZ:
```
18
Properties=species:S:1:pos:R:3
C 0.245 0.565 -1.154
C 1.468 1.407 -1.442
N -0.927 -1.015 0.817
C 0.480 -0.675 0.860
C -0.888 1.165 -0.700
N -1.326 -2.329 0.499
O 0.606 0.396 1.765
N -1.963 1.457 -0.259
O 1.305 -1.592 0.943
H 1.342 0.178 2.351
H -1.588 -0.387 1.267
H 0.020 -0.149 -1.943
H -0.801 -2.690 -0.295
H -1.046 -2.968 1.248
H -2.276 1.862 0.610
H 2.290 0.726 -1.665
H 1.349 2.035 -2.326
H 1.710 2.016 -0.574
```

Calculated values
SMILES string	NNC(=O)O.CC=C=N
orbital gap	8.83	eV
HOMO energy	-8.4	eV


Q.
# C4H9N3O2

One molecule with the formula C4H9N3O2 (the ωB97M-V functional and the def2-TZVPD basis, OMol25).

Geometry as XYZ:
```
18
Properties=species:S:1:pos:R:3
C -0.699 -0.270 0.976
C 1.808 -0.648 1.616
N -0.542 0.863 -1.178
C -0.596 1.035 0.232
C 0.671 -0.806 0.643
N -1.221 1.759 -2.015
O -0.224 -1.838 -1.183
N 0.922 -1.399 -0.511
O -0.810 2.119 0.771
H 0.142 -2.450 -1.849
H 0.147 0.300 -1.677
H -1.580 2.530 -1.442
H -2.015 1.595 -2.634
H -0.777 -0.066 2.047
H -1.515 -0.908 0.632
H 1.497 -0.076 2.493
H 2.165 -1.631 1.941
H 2.629 -0.107 1.139
```

Calculated values
SMILES string	C/C(CC(=O)NN)=N/O
orbital gap	8.92	eV
HOMO energy	-8.2	eV


Which structure loses on stability? P does.


P.
# C4H9N3O2

A 2-piece molecular cluster, C4H9N3O2 overall (the ωB97M-V functional and the def2-TZVPD basis, OMol25).

Geometry as XYZ:
```
18
Properties=species:S:1:pos:R:3
C 1.715 0.943 -0.113
C 0.655 1.779 -0.837
N -0.562 1.878 -0.219
O 1.774 1.140 1.291
O 0.833 2.314 -1.926
H 0.919 0.876 1.660
H -1.275 2.385 -0.729
H -0.853 1.237 0.502
H 2.694 1.199 -0.529
H 1.540 -0.116 -0.307
C -1.141 -1.777 1.082
N -1.050 -1.278 -0.301
C -0.285 -1.852 -1.240
N 0.404 -2.318 -2.042
H -1.863 -0.733 -0.607
H -2.130 -2.208 1.256
H -0.374 -2.530 1.288
H -0.999 -0.939 1.770
```

Calculated values
SMILES string	NC(=O)CO.CNC#N
orbital gap	9.89	eV
HOMO energy	-9.8	eV


Q.
# C4H9N3O2

C4H9N3O2 as an isolated structure (the ωB97M-V functional and the def2-TZVPD basis, OMol25).

Geometry as XYZ:
```
18
Properties=species:S:1:pos:R:3
C -0.295 -0.956 1.749
C 1.822 -0.360 -0.559
O -0.365 -1.204 0.364
O 2.788 -0.183 0.142
H 1.669 -1.223 -1.213
H 0.586 -0.344 1.999
H -0.208 -1.912 2.273
H -1.179 -0.433 2.128
C -1.012 -0.022 -0.557
N -1.281 -0.678 -1.753
C 1.011 1.832 -0.323
N 0.800 0.646 -0.738
N -1.864 0.803 -0.077
H -2.065 -0.248 -2.224
H -0.990 -1.646 -1.751
H -1.562 1.254 0.780
H 1.917 2.093 0.225
H 0.230 2.579 -0.464
```

Calculated values
orbital gap	8.43	eV
HOMO energy	-9.0	eV


Which structure loses on stability? Q does.


P.
# C45H40AsMnN5P2Se

C45H40AsMnN5P2Se as an isolated structure (the ωB97M-V functional and the def2-TZVPD basis, OMol25).

Geometry as XYZ:
```
95
Properties=species:S:1:pos:R:3
Mn 0.097 0.221 -0.197
N 1.994 -0.637 1.917
P 1.993 0.875 1.126
C 3.651 1.207 0.530
C 3.892 1.219 -0.840
C 5.175 1.441 -1.322
C 6.215 1.646 -0.430
C 5.982 1.632 0.942
C 4.703 1.417 1.424
C 1.660 2.149 2.357
C 2.078 3.454 2.091
C 1.710 4.489 2.936
C 0.931 4.229 4.057
C 0.521 2.931 4.332
C 0.876 1.895 3.481
P 0.940 -1.619 0.978
C 1.976 -2.516 -0.188
C 2.718 -3.650 0.132
C 3.530 -4.233 -0.828
C 3.602 -3.691 -2.106
C 2.859 -2.566 -2.437
C 2.046 -1.989 -1.475
C 0.233 -2.833 2.095
C 0.758 -3.120 3.352
C 0.169 -4.102 4.138
C -0.934 -4.801 3.670
C -1.453 -4.527 2.411
C -0.873 -3.544 1.627
H 2.089 -0.718 2.922
H 3.077 1.044 -1.534
H 5.363 1.452 -2.387
H 7.217 1.817 -0.801
H 6.799 1.792 1.632
H 4.523 1.418 2.492
H 2.701 3.661 1.229
H 2.045 5.497 2.731
H 0.657 5.035 4.724
H -0.071 2.726 5.215
H 0.545 0.888 3.707
H 2.659 -4.079 1.125
H 4.107 -5.114 -0.582
H 4.236 -4.154 -2.851
H 2.910 -2.154 -3.436
H 1.445 -1.115 -1.752
H 1.636 -2.608 3.726
H 0.579 -4.326 5.113
H -1.386 -5.566 4.286
H -2.307 -5.081 2.043
H -1.270 -3.339 0.639
Se -2.806 7.186 0.664
N -1.777 6.448 -0.581
C -1.618 5.193 -0.249
C -0.833 4.247 -1.040
C -0.190 4.582 -2.232
C 0.524 3.609 -2.901
C 0.584 2.325 -2.367
N -0.026 1.991 -1.233
C -0.723 2.941 -0.577
C -1.371 2.518 0.660
N -1.173 1.235 1.013
C -1.777 0.766 2.102
C -2.602 1.559 2.891
C -2.780 2.886 2.555
C -2.151 3.386 1.415
C -2.271 4.769 0.958
N -2.956 5.681 1.596
H -0.264 5.593 -2.608
H 1.035 3.825 -3.828
H 1.131 1.539 -2.873
H -1.591 -0.274 2.347
H -3.080 1.133 3.762
H -3.398 3.547 3.150
C -3.312 -1.247 -0.388
As -1.814 -0.699 -1.487
C -2.688 0.546 -2.683
C -1.447 -2.248 -2.637
C -2.676 -2.857 -3.243
C -3.344 -3.891 -2.592
C -4.496 -4.440 -3.135
C -4.993 -3.959 -4.338
C -4.329 -2.936 -5.000
C -3.177 -2.389 -4.455
H -3.995 -1.847 -0.988
H -3.827 -0.350 -0.043
H -2.981 -1.818 0.477
H -3.537 0.057 -3.158
H -1.992 0.893 -3.445
H -3.039 1.402 -2.107
H -0.901 -2.967 -2.022
H -0.755 -1.891 -3.403
H -2.949 -4.284 -1.661
H -5.000 -5.250 -2.625
H -5.888 -4.390 -4.766
H -4.702 -2.571 -5.947
H -2.651 -1.605 -4.988
```

Calculated values
expectation value of S²	0.936
orbital gap (spin up / spin down)	7.50 / 7.49	eV
net charge	+2
HOMO energy (spin up / spin down)	-13.1 / -13.1	eV
spin multiplicity	2


Q.
# C45H40AsMnN5P2Se

C45H40AsMnN5P2Se as an isolated structure (the ωB97M-V functional and the def2-TZVPD basis, OMol25).

Geometry as XYZ:
```
95
Properties=species:S:1:pos:R:3
Mn -0.331 -0.081 0.039
N 1.385 -0.963 2.290
P 0.030 -1.765 1.654
C -1.137 -2.075 2.988
C -2.325 -1.352 3.025
C -3.228 -1.538 4.062
C -2.938 -2.448 5.067
C -1.751 -3.173 5.039
C -0.854 -2.992 4.002
C 0.551 -3.398 1.098
C -0.435 -4.374 0.925
C -0.109 -5.597 0.360
C 1.200 -5.859 -0.026
C 2.183 -4.896 0.152
C 1.859 -3.664 0.702
P 1.333 0.567 1.532
C 0.560 1.720 2.675
C 1.192 2.312 3.764
C 0.474 3.147 4.606
C -0.872 3.397 4.361
C -1.509 2.821 3.270
C -0.786 1.989 2.431
C 3.035 1.111 1.318
C 4.121 0.525 1.962
C 5.399 1.028 1.761
C 5.596 2.118 0.927
C 4.515 2.716 0.292
C 3.240 2.213 0.485
H 2.205 -1.418 2.667
H -2.544 -0.633 2.245
H -4.152 -0.976 4.088
H -3.638 -2.596 5.878
H -1.531 -3.880 5.827
H 0.064 -3.568 3.977
H -1.453 -4.184 1.245
H -0.873 -6.354 0.238
H 1.456 -6.819 -0.453
H 3.205 -5.107 -0.133
H 2.634 -2.917 0.828
H 2.243 2.126 3.952
H 0.962 3.608 5.453
H -1.424 4.052 5.020
H -2.553 3.028 3.077
H -1.290 1.558 1.558
H 3.991 -0.313 2.636
H 6.241 0.571 2.265
H 6.594 2.507 0.776
H 4.669 3.573 -0.350
H 2.393 2.690 0.002
Se -2.036 -5.711 -4.748
N -3.027 -4.642 -3.734
C -2.212 -3.808 -3.143
C -2.660 -2.761 -2.234
C -4.000 -2.526 -1.923
C -4.312 -1.497 -1.059
C -3.286 -0.731 -0.519
N -2.003 -0.948 -0.796
C -1.692 -1.950 -1.646
C -0.274 -2.126 -1.939
N 0.568 -1.290 -1.301
C 1.868 -1.355 -1.575
C 2.390 -2.258 -2.493
C 1.542 -3.146 -3.120
C 0.176 -3.088 -2.840
C -0.815 -3.968 -3.446
N -0.512 -4.929 -4.278
H -4.766 -3.147 -2.369
H -5.336 -1.276 -0.798
H -3.504 0.089 0.154
H 2.509 -0.664 -1.039
H 3.452 -2.265 -2.690
H 1.907 -3.881 -3.826
C 1.089 1.950 -2.740
As -0.470 1.796 -1.596
C -1.870 1.650 -2.928
C -0.731 3.599 -0.862
C -0.629 4.687 -1.887
C 0.593 5.305 -2.143
C 0.697 6.291 -3.112
C -0.422 6.673 -3.839
C -1.646 6.072 -3.584
C -1.749 5.086 -2.614
H 1.058 2.902 -3.268
H 1.062 1.135 -3.463
H 2.008 1.879 -2.162
H -1.803 2.488 -3.621
H -2.849 1.650 -2.451
H -1.744 0.717 -3.478
H 0.009 3.721 -0.068
H -1.714 3.586 -0.386
H 1.468 5.024 -1.566
H 1.651 6.770 -3.294
H -0.342 7.445 -4.592
H -2.525 6.379 -4.134
H -2.714 4.637 -2.406
```

Calculated values
expectation value of S²	0.861
orbital gap (spin up / spin down)	7.46 / 7.44	eV
net charge	+2
HOMO energy (spin up / spin down)	-13.1 / -13.1	eV
spin multiplicity	2


Which structure loses on stability? P does.